DFT (wB97M-V/def2-TZVPD) results for an isolated molecule of C4H7NO2.

Max |F| = 0.3 eV/Å
SMILES = O[C@H]1CN2C[C@]12O
Electronic energy = -9844.349 eV
Net charge = 0
Energy relative to the best compared isomer or geometry (same formula, charge and spin) = 282.8 kJ/mol

Cartesian coordinates (Å):
H -1.5215 -1.1817 -1.5995
C -0.8796 -0.2253 -0.0634
C 1.2566 1.0576 0.1128
H -0.1922 0.0066 2.0725
H -0.1739 -1.6666 1.4233
C 0.4705 0.1169 -0.6878
H 1.0831 -1.1256 -1.9818
H -1.6116 0.5897 0.0315
O -1.4487 -1.3683 -0.6529
H 0.7736 1.7762 0.7756
O 0.7833 -0.2053 -1.9887
C -0.0588 -0.6092 1.1769
H 2.2031 1.3762 -0.3135
N 1.2434 -0.3764 0.4705

For reference, the natural (NBO) charges in units of e are: H 0.477; C 0.049; C -0.287; H 0.190; H 0.222; C 0.313; H 0.488; H 0.166; O -0.708; H 0.195; O -0.695; C -0.246; H 0.226; N -0.391


DFT (wB97M-V/def2-TZVPD) results for a structure of composition C32H30Cl5F6IrN5O8Si.

Spin multiplicity = 2
Max |F| = 0.7 eV/Å
Electronic energy = -147140.258 eV
Net charge = 0
Energy relative to the best compared isomer or geometry (same formula, charge and spin) = 0.0 kJ/mol

Cartesian coordinates (Å):
Cl -3.4048 -1.7942 -0.2649
C -2.1857 -1.6713 3.8395
C -1.2628 -2.6708 1.4949
O 6.3554 0.9223 1.7468
C 2.5448 0.8090 -0.7995
C -3.9153 1.7468 -2.9689
H 3.1662 -2.4694 -3.0829
C 1.7003 -3.0026 1.3543
H 4.8492 1.3558 -0.8840
C 1.6286 -2.8710 -0.0579
H 2.1932 -1.8098 -4.3948
Cl -1.5043 2.7767 -2.4313
N 3.8562 0.0594 2.5126
H 4.5356 0.0923 3.2588
C -2.5697 -1.0205 5.1340
C 1.9373 -0.7479 3.8679
H -3.3134 -0.6534 7.5408
C -0.2686 2.5865 2.0082
C -0.1934 -3.5611 -2.7732
C 2.4607 -3.9760 1.9633
H 3.7971 -5.6402 1.6862
H 0.2627 -4.4449 -2.3329
C 0.1540 2.6660 3.5027
C -4.7424 -0.2896 -2.0310
C -2.4536 -2.9954 3.5323
H -1.2113 -3.4757 -2.3819
Cl -5.9877 -1.4708 -1.8842
H 1.1277 -2.3351 1.9736
C 3.1196 -4.8099 -0.1807
C -1.6477 3.2336 1.8490
O -4.9936 0.2584 6.7480
H 0.0133 -0.5541 -4.3132
H -4.3941 -1.9386 5.1213
C 4.1320 0.4863 1.2382
H -4.4231 0.9867 6.4758
H 0.8556 -0.6244 3.8405
H -1.6399 4.2963 2.0935
C -2.7411 1.6024 -2.2513
N -3.7244 -1.4615 5.7030
N -0.9937 -1.3870 1.7899
C 0.7683 3.3843 1.1870
C -2.5074 0.5051 -1.3622
Cl -6.3997 0.9812 -3.7507
F 0.3396 3.6463 -0.0439
O 3.3834 1.2417 -1.5869
H 2.3255 -3.8356 -1.8712
H -2.9936 -3.6314 4.2220
H -2.1532 -4.5237 2.0348
H -1.9668 3.0974 0.8180
C 2.3808 -1.7547 -3.3192
H -1.3999 -0.8975 -3.3174
F 1.4262 2.2526 3.6895
O -1.8624 -0.1677 5.6351
H -4.8146 -1.6108 7.4558
C -1.4582 -0.9019 2.9395
Ir 0.1878 -0.2538 0.4401
O -1.4034 0.5088 -0.6943
F 1.9341 2.7362 1.0833
H -1.2458 0.1434 3.1266
F -0.6184 1.8494 4.2407
O -0.3537 1.2464 1.7419
H 2.7707 -0.7537 -3.1184
C -0.3452 -0.6239 -3.2823
Cl -4.1394 3.1023 -4.0036
C 5.4987 0.9605 0.8959
H 2.4793 -4.0361 3.0442
C -3.5634 -0.4259 -1.2972
N 2.0066 -0.1517 1.4129
C 3.1923 -4.8834 1.2057
H -0.2292 0.3528 -2.8299
H 2.3055 -0.1387 4.6929
H 3.6663 -5.5167 -0.7903
H -2.3474 2.7202 2.5065
H -0.2833 -3.7286 -3.8494
C 2.3546 -3.8437 -0.7954
F 0.0489 3.8847 4.0429
H 2.1814 -1.7916 4.0730
O 5.6899 1.3860 -0.3295
C 2.5613 -0.2950 2.6002
O 1.2853 0.7211 -1.0266
Si 0.7028 -1.9262 -2.4907
F 1.0451 4.5672 1.7684
N 0.8864 -1.8840 -0.6526
C -4.1947 -0.8799 6.9414
C -4.9350 0.7963 -2.8685
C 2.9576 0.3650 0.5623
C -1.9764 -3.5001 2.3317
H -0.9006 -3.0290 0.5436

For reference, the Mulliken charges in units of e are: Cl -0.227; C 0.349; C -0.517; O -0.632; C 1.099; C 0.033; H 0.402; C 1.053; H 0.381; C 1.482; H 0.428; Cl -0.171; N 0.024; H 0.315; C 0.166; C -1.376; H 0.329; C 1.047; C -1.321; C -1.277; H 0.429; H 0.443; C 0.122; C -0.100; C -0.623; H 0.277; Cl -0.204; H 0.053; C -1.340; C -1.987; O -0.538; H 0.604; H 0.277; C 0.545; H 0.346; H 0.030; H 0.394; C 0.929; N -0.204; N 0.610; C 0.290; C -2.347; Cl -0.207; F -0.302; O -0.934; H 0.471; H 0.634; H 0.588; H 0.288; C -1.178; H 0.177; F -0.285; O -0.649; H 0.355; C -0.172; Ir 2.205; O -0.520; F -0.108; H 0.071; F -0.155; O 1.497; H 0.305; C -0.646; Cl -0.197; C 0.492; H 0.452; C 0.817; N 0.742; C -0.893; H -0.183; H 0.512; H 0.459; H 0.404; H 0.441; C -0.975; F -0.303; H 0.324; O -0.571; C -0.208; O -0.394; Si 0.456; F -0.299; N -0.182; C -0.462; C 0.300; C -0.983; C -1.450; H 0.672


DFT (wB97M-V/def2-TZVPD) results for an isolated molecule of C23H26N3O4P.

Max |F| = 1.4 eV/Å
SMILES = CN(C)c1ccc(P(=O)(COc2ccc([N+](=O)[O-])cc2)c2ccc(N(C)C)cc2)cc1
Electronic energy = -46219.813 eV
Net charge = 0

Cartesian coordinates (Å):
H 4.6976 -0.9411 3.3920
C -0.7067 2.9026 -0.0684
H 4.9330 -2.3411 5.0982
H 3.5431 -5.2828 2.6756
C -1.3928 0.1101 -2.6056
C 3.3218 -2.5198 2.8517
C 3.3726 -4.8201 3.6544
O -1.8932 4.0576 -4.6773
C 0.0294 0.1953 -0.6670
H 1.2911 1.8425 2.2433
H 1.8265 2.9757 0.9792
C 2.2267 -2.8128 2.0225
H -1.4974 0.2378 -3.6701
H -3.7848 3.0968 -1.4858
C 1.1398 2.1482 1.2051
C -0.5456 3.5446 -2.3761
H 5.8970 -2.9514 3.7345
H -4.9264 -1.3641 -0.9211
C -4.0078 -0.0847 -3.7405
H -0.9145 -0.2901 1.1947
H 3.8926 -5.4091 4.4060
C 3.8467 -1.2168 2.7915
N -2.5455 3.5880 -3.7650
H 0.8444 -2.1155 0.5583
H 2.3039 -4.8598 3.8785
C -1.9289 3.4446 -2.4910
P 1.6021 0.7259 0.0378
H 0.6910 0.5831 -2.6529
C -2.7121 3.1432 -1.3772
C -2.1062 2.9015 -0.1711
H 1.7987 -3.8015 2.0120
C 2.1965 -0.5700 1.1610
H -3.2721 -0.5871 -4.3672
H -3.0986 -0.6824 0.2148
H -4.9027 0.4060 -0.7529
H 1.1421 3.2911 -1.1131
C 1.6794 -1.8566 1.1940
N -3.7550 -0.3606 -2.3455
C -4.9033 -0.4194 -1.4716
H -5.8113 -0.3509 -2.0647
O -3.6973 3.1961 -3.8806
C -2.5088 -0.2128 -1.8114
O -0.2072 2.5437 1.1296
H 0.0366 3.8021 -3.2475
C -0.1558 0.3081 -2.0404
C 0.0664 3.2648 -1.1749
C -2.2876 -0.3902 -0.4315
C 3.2931 -0.2695 1.9610
O 2.6186 1.1745 -0.9255
C 5.0695 -3.1827 4.4142
H -3.9937 0.9905 -3.9575
H -2.6819 2.6613 0.7081
C -1.0488 -0.1815 0.1275
H 5.3471 -4.0518 5.0055
H -4.9878 -0.4746 -4.0075
H 3.7190 0.7241 1.9126
N 3.8478 -3.4588 3.6977

For reference, the natural (NBO) charges in units of e are: H 0.216; C 0.366; H 0.198; H 0.190; C -0.293; C 0.280; C -0.402; O -0.382; C -0.533; H 0.224; H 0.208; C -0.314; H 0.220; H 0.242; C -0.409; C -0.156; H 0.192; H 0.196; C -0.413; H 0.210; H 0.208; C -0.330; N 0.517; H 0.224; H 0.199; C 0.027; P 1.912; H 0.239; C -0.171; C -0.263; H 0.216; C -0.496; H 0.202; H 0.216; H 0.191; H 0.253; C -0.146; N -0.405; C -0.402; H 0.212; O -0.414; C 0.225; O -0.489; H 0.248; C -0.129; C -0.319; C -0.323; C -0.087; O -1.097; C -0.403; H 0.217; H 0.232; C -0.096; H 0.208; H 0.204; H 0.207; N -0.428


DFT (wB97M-V/def2-TZVPD) results for a cluster of 2 separate species, C4H14N4 in total.

Max |F| = 1.5 eV/Å
SMILES = CC(C)(C)N.[H]/N=N\N
Electronic energy = -10333.886 eV
Net charge = 0
Energy relative to the best compared isomer or geometry (same formula, charge and spin) = 185.1 kJ/mol

Cartesian coordinates (Å):
C 2.3189 1.0292 -0.3257
H 2.3888 -1.3469 1.0477
H -0.8723 0.3989 0.8354
N 0.8877 -0.7816 -1.0139
H -0.4098 1.5565 -0.4172
H 0.2174 1.7303 1.2275
N -3.4017 0.0863 -0.5062
H -3.6304 0.9987 -0.8606
C 1.5456 -0.7125 1.3045
H -2.6967 -2.1398 -0.0121
H 0.6217 -0.2609 -1.8433
N -2.1136 -1.7038 -0.7571
H 1.8201 -0.0780 2.1430
N -2.4153 -0.5662 -1.0789
H 3.1609 0.4192 -0.6306
H 2.0311 1.6579 -1.1651
C -0.0576 1.0122 0.4576
H -4.0056 -0.3460 0.1983
H 2.6255 1.6689 0.4978
H 0.7201 -1.3507 1.6076
C 1.1505 0.1308 0.0895
H 0.1147 -1.4027 -0.7981

For reference, the natural (NBO) charges in units of e are: C -0.607; H 0.217; H 0.197; N -0.849; H 0.202; H 0.201; N -0.625; H 0.394; C -0.607; H 0.270; H 0.351; N -0.431; H 0.201; N 0.052; H 0.217; H 0.199; C -0.620; H 0.352; H 0.201; H 0.199; C 0.107; H 0.376


DFT (wB97M-V/def2-TZVPD) results for an isolated molecule of C8H10FNO3.

Max |F| = 4.8 eV/Å
SMILES = C[C@@H](F)CC1=C(CN)C(=O)OC1=O
Electronic energy = -18805.949 eV
Net charge = 0
Energy relative to the best compared isomer or geometry (same formula, charge and spin) = 161.6 kJ/mol

Cartesian coordinates (Å):
H -3.6027 -1.8964 0.2281
O -3.7050 1.8326 -0.2406
H 1.4238 0.2509 1.3163
C 3.4308 -0.9085 0.0962
H 0.5855 -1.2180 0.5615
O -1.5049 2.7261 -0.7331
C -2.4706 1.7912 -0.2604
H -2.9185 -0.3654 1.7679
C -1.5362 0.6017 0.2316
O 0.8421 2.7974 -1.3245
H 3.9262 -1.7821 -0.4405
C -0.1813 0.8504 -0.0839
N -2.6524 -1.6050 -0.0600
C -2.1181 -0.6779 1.0134
H -1.2801 -1.2202 1.5815
C 2.1573 -0.3092 -0.7255
F 1.8467 -1.2201 -1.8105
H 4.1349 -0.0607 0.3765
H -2.7327 -1.0230 -0.9066
C 0.9747 -0.1573 0.3355
H 2.5240 0.6743 -1.1739
H 3.0079 -1.3370 1.0793
C -0.1516 2.2562 -0.8281

For reference, the natural (NBO) charges in units of e are: H 0.366; O -0.502; H 0.244; C -0.653; H 0.255; O -0.535; C 0.788; H 0.214; C -0.080; O -0.501; H 0.241; C -0.080; N -0.823; C -0.256; H 0.199; C 0.207; F -0.380; H 0.223; H 0.362; C -0.483; H 0.196; H 0.200; C 0.796


DFT (wB97M-V/def2-TZVPD) results for a structure of composition C19H16N4O3S.

Max |F| = 18.5 eV/Å
Electronic energy = -42885.304 eV
Net charge = 0
Energy relative to the best compared isomer or geometry (same formula, charge and spin) = 1525.7 kJ/mol

Cartesian coordinates (Å):
C 4.3532 3.4061 0.3603
H -1.7269 -1.6929 2.0399
H 5.9068 -2.8504 -1.2528
H -2.0810 -0.1942 0.1362
C 2.7905 -0.7329 -0.3744
H -1.7504 -3.5534 1.6289
H -3.1322 0.2532 -2.0369
C 0.3904 -0.6495 0.6844
C 5.0465 -2.1707 -0.9847
H -6.0727 -0.9288 0.3407
H 4.8493 -3.3461 0.8157
H 5.2407 3.7643 0.2950
H 4.3553 1.1355 0.3716
H 3.2248 5.1682 0.0609
C -6.4065 1.4888 0.3007
C -4.7741 0.4117 -0.6344
H 2.8681 0.0188 -2.0245
C 3.8962 2.0760 0.0658
N -2.5773 -0.7571 -0.3230
H -7.3542 1.7325 0.9299
C -5.6947 2.4309 -0.3175
S 0.1910 -2.2903 0.4944
C -1.7006 -2.4231 1.2995
N -0.4734 0.2647 0.7360
C 3.4272 -0.6375 -1.3945
C 4.3718 -2.6113 0.4025
H -4.1578 -1.2987 -1.8465
O -3.2596 -3.0347 -0.3277
C -2.4993 -2.1454 0.0641
H 4.8636 -1.3171 -2.7824
H 2.9111 -1.9325 1.6255
O 2.0166 3.5898 0.1975
N 1.5897 -0.1308 0.4507
C 4.4657 -1.5612 -1.7904
C 1.4607 1.2969 0.4476
C -3.6576 -0.5657 -1.4456
C 3.3755 -1.9015 0.7791
H -5.7855 3.6718 -0.2644
O -4.5921 1.7844 -0.9023
C -5.8725 0.0951 0.2891
N 0.1079 1.5260 0.8777
C 3.2346 4.2291 0.0324
C 2.5393 2.3730 0.2721

For reference, the natural (NBO) charges in units of e are: C -0.247; H 0.238; H 0.209; H 0.402; C 0.233; H 0.261; H 0.229; C 0.144; C -0.162; H 0.251; H 0.196; H 0.199; H 0.248; H 0.168; C -0.296; C 0.329; H 0.236; C -0.304; N -0.605; H 0.222; C 0.043; S 0.231; C -0.453; N -0.363; C -0.294; C -0.187; H 0.228; O -0.624; C 0.621; H 0.219; H 0.191; O -0.349; N -0.394; C -0.217; C 0.275; C -0.221; C -0.182; H 0.234; O -0.459; C -0.361; N -0.239; C 0.087; C 0.266